{"formula": "C9H9O2", "method": "the ωB97M-V functional and the def2-TZVPD basis", "symbols": ["O", "O", "C", "C", "C", "C", "C", "C", "C", "C", "C", "H", "H", "H", "H", "H", "H", "H", "H", "H"], "xyz": [[3.44522, -1.40104, -0.63403], [3.55360, 0.52500, 0.53877], [1.54040, -0.01725, -0.07704], [3.00730, -0.40050, -0.09651], [-1.33349, 0.49224, -0.28871], [-0.92631, -0.90446, -0.04325], [-0.38418, 1.38282, -1.07675], [0.72179, 0.63689, 1.01389], [0.93328, 1.31156, -0.32296], [-0.68204, 0.11462, 1.03824], [-1.82429, -2.08615, 0.00678], [-1.28306, -2.95906, 0.37514], [1.60527, 2.15483, -0.44581], [1.19243, 1.00857, 1.91710], [-2.38990, 0.75940, -0.34475], [-2.20508, -2.31644, -0.99039], [-0.27878, 1.04336, -2.11119], [-1.25713, 0.16355, 1.96283], [-0.74627, 2.41740, -1.09270], [-2.68875, -1.92532, 0.67133]], "nbo_charge": [-0.718, -0.732, 0.059, 0.712, -0.297, 0.045, -0.381, -0.285, -0.293, -0.286, -0.661, 0.215, 0.231, 0.224, 0.194, 0.201, 0.203, 0.195, 0.188, 0.187], "homo_lumo_gap_ha": [0.2873, 0.2431], "energy_ha": -498.69854, "charge": -1}

***

{"formula": "C9H9O6V", "method": "the ωB97M-V functional and the def2-TZVPD basis", "symbols": ["V", "O", "O", "O", "O", "O", "O", "C", "C", "C", "C", "C", "C", "C", "C", "C", "H", "H", "H", "H", "H", "H", "H", "H", "H"], "xyz": [[-0.41731, -0.06236, -0.14855], [2.57964, 0.66164, -0.89328], [-0.30622, 1.05921, 2.68906], [-0.16298, 1.93700, -4.14191], [0.04632, -3.04896, -0.33328], [-3.12560, 0.56054, -1.45302], [1.47826, -1.32063, 1.87382], [-0.11772, -1.88503, -0.37901], [3.08107, -1.43566, 3.68736], [2.69597, -0.72762, 2.39210], [1.75314, -2.06655, 4.14450], [1.43517, 0.32382, -0.88418], [-2.09185, 0.30870, -0.96418], [-0.33688, 0.50866, 1.65022], [0.91376, -2.17610, 2.86833], [-0.10189, 1.26189, -3.21903], [1.22572, -1.39640, 4.83471], [3.46652, -0.76759, 4.44962], [3.51769, -0.80672, 1.66455], [2.49217, 0.34145, 2.55807], [3.79605, -2.23844, 3.48043], [0.82348, -0.17593, -1.87296], [1.88936, -3.02379, 4.64402], [0.96313, -3.18612, 2.44966], [-0.13583, -1.89788, 3.01535]], "lowdin_spin": [2.291, -0.053, 0.125, 0.000, 0.153, 0.144, 0.033, 0.132, 0.001, 0.002, 0.001, -0.084, 0.148, 0.134, 0.003, 0.012, 0.000, 0.000, 0.000, 0.000, 0.000, -0.044, 0.000, 0.000, 0.001], "homo_lumo_gap_ha": [0.2492, 0.2555], "energy_ha": -1743.36357, "spin_multiplicity": 4, "charge": 1}